No. 1
ORCA calculation (ωB97M-V/def2-TZVPD) on 2 unconnected molecules or ions with the total composition CH4NOPS2 in a non-equilibrium geometry.

The value obtained for the frontier orbital gap (alpha / beta) is 9.2942 / 4.3319 eV. The value obtained for the calculated total energy is -1308.1405 a.u. The LUMO energy (alpha / beta) comes out at -0.4 / -2.8 eV. The energy above the lowest of the compared OMol25 structures with the same formula, charge and spin comes out at 70.60 kcal per mole. The total charge is 0.

```
10
Properties=species:S:1:pos:R:3:lowdin_charge:R:1
C -1.08354 -0.35541 -0.97485 -1.036
N -1.68114 -1.25044 -0.13102 0.064
O -0.33357 0.57030 -0.66205 -0.159
P 1.12885 0.99667 1.54958 0.349
S -1.70573 -0.50954 -2.58331 0.789
S 2.64294 2.23518 0.93838 0.206
H -1.41464 -1.38194 0.85149 0.112
H -2.59730 -1.66433 -0.39837 0.100
H 1.32834 -0.18201 0.86728 -0.214
H 3.71578 1.54152 0.54288 -0.211
```

---

No. 2
ORCA calculation (ωB97M-V/def2-TZVPD) on a molecular structure, CH4NOPS3 in a non-equilibrium geometry.

The value obtained for the frontier orbital gap is 8.4221 eV. The value obtained for the calculated total energy is -1706.4185 a.u. The LUMO energy comes out at -0.9 eV. The energy above the lowest of the compared OMol25 structures with the same formula, charge and spin comes out at 38.27 kcal per mole. The total charge is 0.

```
11
Properties=species:S:1:pos:R:3:lowdin_charge:R:1
C -0.30194 -1.75561 -1.02736 -1.098
N -1.33060 1.36280 0.24493 -0.213
O 0.42879 1.32734 2.01894 -0.266
P 0.20400 1.32479 0.44955 0.043
S 0.49401 -2.02491 -2.40532 0.635
S 1.78687 1.66524 -0.61069 0.236
S 0.44167 -1.42596 0.51814 0.702
H -1.37717 -1.80092 -0.94439 0.006
H -1.58997 1.43417 -0.72233 -0.016
H -0.46094 1.31624 2.38512 0.063
H 1.70528 -1.42318 0.09340 -0.092
```

---

What did the second record say?
ORCA calculation (ωB97M-V/def2-TZVPD) on a molecular structure, CH4NOPS3 in a non-equilibrium geometry.

The value obtained for the frontier orbital gap is 8.4221 eV. The value obtained for the calculated total energy is -1706.4185 a.u. The LUMO energy comes out at -0.9 eV. The energy above the lowest of the compared OMol25 structures with the same formula, charge and spin comes out at 38.27 kcal per mole. The total charge is 0.

```
11
Properties=species:S:1:pos:R:3:lowdin_charge:R:1
C -0.30194 -1.75561 -1.02736 -1.098
N -1.33060 1.36280 0.24493 -0.213
O 0.42879 1.32734 2.01894 -0.266
P 0.20400 1.32479 0.44955 0.043
S 0.49401 -2.02491 -2.40532 0.635
S 1.78687 1.66524 -0.61069 0.236
S 0.44167 -1.42596 0.51814 0.702
H -1.37717 -1.80092 -0.94439 0.006
H -1.58997 1.43417 -0.72233 -0.016
H -0.46094 1.31624 2.38512 0.063
H 1.70528 -1.42318 0.09340 -0.092
```

---

Please write out number 1 again, unchanged.
ORCA calculation (ωB97M-V/def2-TZVPD) on 2 unconnected molecules or ions with the total composition CH4NOPS2 in a non-equilibrium geometry.

The value obtained for the frontier orbital gap (alpha / beta) is 9.2942 / 4.3319 eV. The value obtained for the calculated total energy is -1308.1405 a.u. The LUMO energy (alpha / beta) comes out at -0.4 / -2.8 eV. The energy above the lowest of the compared OMol25 structures with the same formula, charge and spin comes out at 70.60 kcal per mole. The total charge is 0.

```
10
Properties=species:S:1:pos:R:3:lowdin_charge:R:1
C -1.08354 -0.35541 -0.97485 -1.036
N -1.68114 -1.25044 -0.13102 0.064
O -0.33357 0.57030 -0.66205 -0.159
P 1.12885 0.99667 1.54958 0.349
S -1.70573 -0.50954 -2.58331 0.789
S 2.64294 2.23518 0.93838 0.206
H -1.41464 -1.38194 0.85149 0.112
H -2.59730 -1.66433 -0.39837 0.100
H 1.32834 -0.18201 0.86728 -0.214
H 3.71578 1.54152 0.54288 -0.211
```